{"formula": "C6H12N", "method": "ωB97M-V/def2-TZVPD", "elements": ["C", "C", "C", "C", "C", "C", "N", "H", "H", "H", "H", "H", "H", "H", "H", "H", "H", "H", "H"], "coordinates": [[1.685, 0.498, 3.035], [1.686, 0.794, 1.727], [0.857, 0.075, 0.741], [-0.423, 0.353, 0.481], [-1.425, -0.447, -0.418], [-1.299, 0.106, -1.822], [-0.646, -0.978, -2.723], [1.134, -0.371, 3.493], [2.345, 0.840, 3.759], [2.123, 1.853, 1.417], [1.512, -0.657, 0.187], [-1.005, 1.045, 1.113], [-2.529, -0.224, -0.050], [-1.132, -1.516, -0.243], [-0.919, 0.978, -2.088], [-2.309, 0.473, -2.149], [0.167, -1.367, -2.205], [-0.132, -0.665, -3.652], [-1.224, -1.818, -2.986]], "e_homo_ev": -12.67, "smiles": "C=C/C=C/CC[NH3+]", "total_charge": 1, "lumo_energy_ev": -3.9}

{"formula": "C8H8F4N2", "method": "ωB97M-V/def2-TZVPD", "elements": ["C", "C", "C", "F", "C", "C", "C", "F", "C", "F", "H", "H", "H", "H", "H", "H", "N", "C", "N", "F", "H", "H"], "coordinates": [[-2.833, -1.922, 0.822], [-1.756, -1.061, 0.238], [-1.655, 0.321, 0.531], [-2.419, 0.769, 1.497], [-0.809, 1.197, -0.136], [-0.087, 0.783, -1.220], [-0.168, -0.545, -1.527], [0.542, -0.951, -2.729], [-0.966, -1.508, -0.773], [-0.969, -2.810, -1.118], [-3.780, -1.839, 0.204], [-2.635, -2.977, 0.995], [-3.046, -1.436, 1.828], [-0.956, 2.155, 0.096], [0.616, 1.471, -1.660], [2.204, 3.386, -0.530], [2.308, 2.500, -0.945], [3.035, 1.641, -0.486], [3.311, 0.413, -1.048], [3.694, 1.845, 0.679], [2.486, 0.028, -1.469], [3.919, -0.179, -0.406]], "e_homo_ev": -9.25, "smiles": "Cc1c(F)ccc(F)c1F.[H]/N=C(/N)F", "lumo_energy_ev": 0.7}

{"formula": "C33H41BClN5O3", "method": "ωB97M-V/def2-TZVPD", "elements": ["C", "C", "O", "B", "O", "C", "C", "C", "C", "C", "C", "N", "C", "C", "C", "C", "O", "C", "N", "C", "C", "C", "C", "C", "Cl", "H", "H", "H", "H", "H", "H", "H", "H", "H", "H", "H", "H", "H", "H", "H", "H", "H", "H", "H", "H", "H", "H", "H", "H", "H", "H", "C", "C", "C", "N", "C", "C", "H", "H", "H", "H", "H", "C", "C", "C", "N", "C", "C", "H", "H", "H", "H", "H", "C", "C", "C", "N", "C", "C", "H", "H", "H", "H", "H"], "coordinates": [[-5.676, -3.301, -1.312], [-4.306, -3.323, -1.972], [-3.924, -2.053, -2.505], [-3.998, -0.959, -1.670], [-4.713, 0.139, -2.126], [-3.230, -0.866, -0.296], [-3.860, -0.232, 0.827], [-5.273, 0.302, 0.780], [-5.300, 1.802, 0.424], [-3.192, -0.079, 1.999], [-1.871, -0.521, 2.146], [-1.218, -0.312, 3.326], [0.020, -0.710, 3.399], [0.777, -0.459, 4.671], [0.665, -1.367, 2.294], [2.117, -1.817, 2.376], [2.365, -2.986, 1.639], [1.848, -4.143, 2.258], [0.045, -1.585, 1.174], [-1.245, -1.163, 1.067], [-1.943, -1.353, -0.153], [-1.185, -2.028, -1.265], [-0.339, -1.006, -2.066], [-0.425, -1.206, -3.572], [0.729, -2.452, -4.127], [-6.338, -2.591, -1.807], [-6.143, -4.283, -1.384], [-5.599, -3.059, -0.251], [-4.313, -4.017, -2.811], [-3.542, -3.676, -1.273], [-5.665, 0.014, -2.119], [-5.890, -0.279, 0.098], [-5.693, 0.171, 1.777], [-4.398, 2.069, -0.123], [-5.302, 2.397, 1.336], [-6.154, 2.072, -0.194], [-3.668, 0.394, 2.849], [0.198, 0.208, 5.304], [1.724, 0.027, 4.440], [0.966, -1.389, 5.207], [2.723, -1.042, 1.900], [2.436, -1.934, 3.413], [2.050, -4.138, 3.333], [2.313, -5.004, 1.787], [0.765, -4.218, 2.113], [-1.843, -2.590, -1.917], [-0.495, -2.744, -0.823], [-0.666, 0.003, -1.815], [0.702, -1.133, -1.781], [-1.421, -1.516, -3.877], [-0.170, -0.287, -4.092], [5.564, 1.804, 6.807], [5.070, 0.610, 7.306], [4.421, -0.250, 6.433], [4.241, 0.009, 5.140], [4.720, 1.161, 4.677], [5.387, 2.088, 5.463], [6.078, 2.502, 7.455], [5.185, 0.347, 8.348], [4.023, -1.196, 6.786], [4.562, 1.348, 3.620], [5.757, 3.007, 5.030], [3.489, 2.916, 0.060], [2.981, 1.701, 0.493], [2.314, 0.901, -0.423], [2.132, 1.238, -1.697], [2.620, 2.409, -2.102], [3.306, 3.279, -1.265], [4.016, 3.570, 0.743], [3.096, 1.378, 1.519], [1.901, -0.059, -0.124], [2.445, 2.650, -3.145], [3.682, 4.219, -1.646], [0.506, 3.328, -7.986], [-0.408, 3.084, -6.974], [0.069, 2.661, -5.742], [1.359, 2.474, -5.477], [2.226, 2.710, -6.459], [1.854, 3.138, -7.725], [0.175, 3.660, -8.961], [-1.469, 3.217, -7.132], [-0.616, 2.461, -4.924], [3.271, 2.545, -6.217], [2.603, 3.315, -8.484]], "e_homo_ev": -8.46, "smiles": "CCOB(O)c1c(CC)cc2nc(C)c(COC)nc2c1CCCCl.c1ccncc1.c1ccncc1.c1ccncc1", "lumo_energy_ev": 0.1}

{"formula": "Be2H12O14S2Tl", "method": "ωB97M-V/def2-TZVPD", "elements": ["Be", "Be", "Tl", "S", "O", "O", "O", "O", "S", "O", "O", "O", "O", "O", "H", "H", "O", "H", "H", "O", "H", "H", "O", "H", "H", "O", "H", "H", "O", "H", "H"], "coordinates": [[-18.115, 14.230, -15.793], [-17.661, 18.891, -15.066], [-15.715, 18.133, -19.252], [-18.646, 17.140, -17.577], [-18.548, 16.450, -16.331], [-20.054, 17.371, -17.968], [-18.046, 18.450, -17.395], [-17.824, 16.398, -18.589], [-15.531, 16.472, -15.519], [-15.652, 17.418, -16.631], [-14.148, 16.516, -14.918], [-16.409, 16.958, -14.453], [-15.885, 15.134, -16.018], [-20.678, 18.717, -20.475], [-21.112, 19.525, -20.201], [-20.633, 18.186, -19.680], [-21.665, 15.576, -19.417], [-21.186, 16.042, -18.733], [-21.222, 14.730, -19.487], [-19.483, 17.451, -13.885], [-20.039, 16.705, -14.111], [-19.951, 17.892, -13.176], [-22.790, 17.725, -17.527], [-21.905, 17.703, -17.163], [-22.659, 17.749, -18.475], [-18.325, 14.002, -18.443], [-18.022, 14.886, -18.652], [-18.476, 13.592, -19.295], [-20.002, 19.638, -15.886], [-20.209, 19.431, -16.797], [-20.823, 19.967, -15.522]], "e_homo_ev": [-15.26, -15.26], "total_charge": 2, "lumo_energy_ev": [-11.9, -11.9], "spin_multiplicity": 2}

{"formula": "C37H63F4I2NO9S", "method": "ωB97M-V/def2-TZVPD", "elements": ["C", "C", "O", "C", "O", "C", "C", "C", "C", "O", "O", "C", "I", "C", "C", "C", "F", "C", "C", "C", "C", "N", "C", "C", "C", "C", "C", "C", "C", "O", "C", "O", "C", "F", "F", "F", "C", "I", "O", "S", "O", "O", "H", "H", "H", "H", "H", "H", "H", "H", "H", "H", "H", "H", "H", "H", "H", "H", "H", "H", "H", "H", "H", "H", "H", "H", "H", "H", "H", "H", "H", "H", "H", "H", "H", "H", "H", "C", "C", "C", "C", "C", "C", "H", "H", "H", "H", "H", "H", "H", "H", "H", "H", "H", "H", "H", "H", "C", "C", "C", "C", "C", "C", "H", "H", "H", "H", "H", "H", "H", "H", "H", "H", "H", "H", "H", "H"], "coordinates": [[7.379, -3.465, -3.771], [6.071, -4.417, -3.390], [6.419, -5.804, -3.744], [4.784, -3.876, -4.315], [4.726, -2.461, -4.492], [3.429, -1.789, -4.344], [2.174, -2.570, -5.038], [2.451, -3.177, -6.554], [1.904, -4.712, -6.770], [1.346, -5.042, -7.966], [2.000, -5.801, -5.782], [3.169, -1.374, -2.737], [2.498, -3.163, -1.538], [4.575, -1.154, -1.930], [5.612, -0.033, -2.435], [6.767, 0.112, -1.227], [8.130, 0.325, -1.776], [2.052, -0.129, -2.558], [0.481, -0.709, -2.577], [-0.236, -0.889, -1.129], [-1.586, -1.841, -1.393], [-2.571, -1.798, -0.247], [-3.673, -2.865, -0.414], [-4.425, -2.760, -1.897], [-4.612, -4.042, -2.929], [-5.338, -3.768, -4.394], [-5.829, -2.244, -4.774], [-5.681, -0.939, -3.769], [-4.954, -1.227, -2.301], [-4.813, -0.049, -1.407], [2.428, 0.704, -1.203], [1.475, 1.672, -0.681], [1.639, 1.932, 0.760], [0.851, 0.885, 1.480], [1.035, 3.266, 1.076], [3.074, 1.975, 1.128], [2.057, 0.834, -3.928], [1.020, 2.737, -3.833], [3.401, 1.135, -4.433], [3.782, -0.215, -5.383], [5.308, -0.085, -5.753], [3.025, -0.109, -6.706], [7.268, -2.961, -4.831], [8.337, -4.160, -3.843], [7.588, -2.672, -2.933], [5.817, -4.273, -2.249], [5.587, -6.367, -3.747], [3.857, -4.450, -3.912], [5.005, -4.360, -5.387], [1.796, -3.532, -4.438], [1.185, -1.911, -5.157], [1.854, -2.505, -7.339], [3.600, -3.159, -6.781], [1.263, -5.720, -5.087], [4.461, -1.037, -0.746], [5.154, -2.201, -1.984], [5.213, 1.055, -2.581], [6.216, -0.464, -3.351], [6.702, -0.849, -0.522], [6.441, 1.020, -0.561], [-0.220, 0.045, -3.186], [0.366, -1.725, -3.145], [0.440, -1.284, -0.261], [-0.659, 0.165, -0.757], [-1.227, -2.952, -1.631], [-2.030, -1.434, -2.424], [-2.026, -2.162, 0.591], [-3.248, -3.964, -0.361], [-4.471, -2.757, 0.435], [-4.206, -5.079, -2.566], [-5.443, -4.676, -5.141], [-6.314, -2.042, -5.824], [-6.010, 0.157, -4.022], [-4.479, 0.734, -1.939], [3.450, 1.311, -1.329], [2.540, -0.116, -0.341], [1.420, 0.194, -4.712], [-1.392, 1.805, 3.606], [-1.664, 0.465, 4.272], [-2.538, 0.582, 5.524], [-1.934, 1.404, 6.667], [-0.576, 0.916, 7.178], [-0.627, -0.485, 7.768], [-0.838, 2.479, 4.264], [-0.793, 1.659, 2.701], [-2.327, 2.293, 3.316], [-0.716, -0.028, 4.510], [-2.176, -0.185, 3.551], [-2.772, -0.427, 5.883], [-3.499, 1.032, 5.245], [-2.646, 1.407, 7.503], [-1.836, 2.451, 6.354], [-0.226, 1.607, 7.953], [0.170, 0.951, 6.377], [-1.333, -0.530, 8.603], [0.361, -0.770, 8.145], [-0.923, -1.228, 7.023], [-5.326, 6.480, 7.695], [-5.656, 6.531, 6.211], [-5.433, 5.194, 5.499], [-3.987, 4.687, 5.500], [-2.960, 5.639, 4.883], [-3.211, 5.918, 3.410], [-4.271, 6.251, 7.867], [-5.535, 7.449, 8.159], [-5.933, 5.725, 8.203], [-5.073, 7.324, 5.731], [-6.710, 6.813, 6.098], [-5.788, 5.283, 4.466], [-6.067, 4.431, 5.969], [-3.957, 3.732, 4.957], [-3.680, 4.456, 6.527], [-1.964, 5.191, 4.987], [-2.930, 6.583, 5.437], [-3.197, 4.990, 2.829], [-2.432, 6.577, 3.013], [-4.174, 6.412, 3.249]], "e_homo_ev": -8.50, "smiles": "C[C@H](O)CO[C@@]1(CCC(=O)O)[C@@](I)(CCCF)[C@@](CCCNCc2ccccc2O)(COC(F)(F)F)[C@@H](I)OS1(=O)=O.CCCCCC.CCCCCC", "lumo_energy_ev": -1.2}

{"formula": "C25H24Cl3NO4PdSe2", "method": "ωB97M-V/def2-TZVPD", "elements": ["Pd", "C", "Se", "C", "C", "Se", "C", "H", "H", "H", "H", "H", "H", "H", "H", "H", "H", "Cl", "C", "C", "C", "C", "O", "C", "C", "O", "C", "H", "H", "H", "H", "Cl", "C", "C", "C", "C", "C", "Cl", "C", "N", "C", "C", "C", "C", "C", "C", "C", "C", "O", "O", "H", "H", "H", "H", "H", "H", "H", "H", "H", "H"], "coordinates": [[-1.704, -0.451, -1.181], [-2.843, 2.896, -1.528], [-3.279, 1.112, -2.139], [-4.765, 0.803, -0.897], [-4.390, 0.807, 0.576], [-3.535, -0.853, 1.152], [-2.416, -0.087, 2.538], [-3.755, 3.486, -1.566], [-2.092, 3.287, -2.207], [-2.435, 2.859, -0.521], [-5.207, -0.145, -1.204], [-5.491, 1.590, -1.111], [-5.292, 0.953, 1.171], [-3.699, 1.618, 0.806], [-3.028, 0.382, 3.305], [-1.718, 0.615, 2.087], [-1.851, -0.908, 2.973], [0.510, -7.339, -1.695], [0.223, -5.658, -1.362], [1.132, -4.952, -0.546], [0.933, -3.636, -0.261], [-0.191, -2.919, -0.769], [-0.315, -1.686, -0.429], [-1.089, -3.642, -1.610], [-2.231, -3.077, -2.236], [-2.644, -1.901, -2.214], [-0.856, -5.018, -1.880], [1.994, -5.472, -0.149], [1.629, -3.086, 0.360], [-2.837, -3.769, -2.833], [-1.552, -5.553, -2.513], [4.502, 1.766, 1.791], [4.178, 1.546, 0.095], [5.030, 2.201, -0.780], [4.919, 2.012, -2.146], [3.957, 1.140, -2.624], [3.102, 0.507, -1.745], [1.934, -0.599, -2.401], [3.144, 0.705, -0.355], [2.250, 0.045, 0.469], [1.698, 0.616, 1.655], [1.760, -0.116, 2.830], [1.230, 0.389, 4.009], [0.641, 1.643, 4.010], [0.550, 2.359, 2.823], [1.050, 1.852, 1.630], [0.844, 2.587, 0.334], [-0.006, 1.809, -0.679], [-0.771, 0.920, -0.118], [-0.011, 2.103, -1.862], [5.794, 2.843, -0.367], [5.586, 2.522, -2.827], [3.851, 0.947, -3.683], [1.588, -0.556, -0.014], [2.261, -1.075, 2.812], [1.298, -0.186, 4.923], [0.242, 2.061, 4.926], [0.063, 3.328, 2.816], [1.780, 2.843, -0.164], [0.330, 3.532, 0.525]], "e_homo_ev": -7.84, "lumo_energy_ev": -0.4}